No. 1
Density functional theory data (wB97M-V/def2-TZVPD) for a molecular structure, C21H36N8O8P2SY in a non-equilibrium geometry.

Orbital gap ... 8.784 eV
Electronic energy ... -2981.32889 a.u.
Net charge ... +1
Relative energy (zero: lowest compared OMol25 entry of this formula, charge and spin) ... 27.1 kcal/mol

Each line ends with the Löwdin charge.
Geometry (Å):
1 Y -0.36 0.77 -0.12  1.43
2 O -1.05 1.85 3.39  0.05
3 C -1.02 0.86 2.67  -0.48
4 N -1.82 0.59 1.59  0.01
5 C -3.04 1.23 1.48  -0.43
6 O -3.82 1.44 2.37  0.13
7 C -3.41 1.65 0.06  -0.18
8 C -4.54 2.41 -0.12  0.02
9 C -4.83 2.88 -1.39  -0.02
10 C -3.97 2.57 -2.43  -0.04
11 C -2.86 1.80 -2.17  -0.12
12 N -2.57 1.34 -0.94  0.02
13 C 0.09 -0.15 2.84  -0.21
14 C 0.66 -0.30 4.09  0.02
15 C 1.73 -1.18 4.21  -0.03
16 C 2.19 -1.84 3.08  -0.04
17 C 1.55 -1.62 1.87  -0.11
18 N 0.51 -0.79 1.74  0.06
19 H -5.16 2.62 0.74  0.13
20 H -5.71 3.49 -1.56  0.12
21 H -4.15 2.93 -3.44  0.11
22 H -2.16 1.55 -2.96  0.11
23 H 0.27 0.26 4.92  0.13
24 H 2.21 -1.33 5.17  0.12
25 H 3.03 -2.52 3.13  0.11
26 H 1.87 -2.13 0.97  0.04
27 N 3.04 3.91 0.40  0.19
28 C 1.59 4.07 -0.10  -0.46
29 C 1.21 5.53 -0.32  -0.06
30 P 0.54 3.16 1.09  0.30
31 O 0.78 3.93 2.46  -0.09
32 O -0.87 3.12 0.61  -0.27
33 O 1.22 1.80 1.08  -0.36
34 P 1.56 2.95 -1.62  0.36
35 O 1.77 3.92 -2.88  -0.11
36 O 0.22 2.26 -1.76  -0.38
37 O 2.80 2.13 -1.46  -0.30
38 H 3.09 3.76 1.41  0.15
39 H 3.61 4.71 0.15  0.16
40 H 3.39 3.06 -0.10  0.11
41 H 1.31 6.11 0.60  0.09
42 H 0.16 5.58 -0.62  0.10
43 H 1.81 5.98 -1.11  0.08
44 H 0.15 3.59 3.13  0.10
45 H 0.94 4.25 -3.26  0.10
46 N 1.09 -0.49 -1.66  -0.06
47 C 0.20 -0.70 -2.83  -0.22
48 C -1.03 -1.53 -2.41  -0.24
49 N -1.29 -1.36 -0.95  -0.06
50 H 1.88 0.10 -1.91  0.07
51 H 1.47 -1.41 -1.40  -0.03
52 H 0.71 -1.22 -3.63  0.12
53 H -0.10 0.28 -3.20  0.09
54 H -0.86 -2.58 -2.64  0.08
55 H -1.90 -1.20 -2.97  0.11
56 H -0.78 -2.09 -0.45  0.02
57 H -2.27 -1.52 -0.75  0.10
58 C 0.74 -6.33 0.44  -0.08
59 N 2.05 -5.70 0.50  -0.21
60 C 2.80 -6.04 1.71  -0.04
61 C 2.36 -4.63 -0.26  -0.74
62 S 1.16 -3.72 -1.05  0.74
63 N 3.69 -4.32 -0.35  -0.21
64 C 4.70 -5.38 -0.51  -0.04
65 C 4.14 -3.04 -0.86  -0.08
66 H 0.85 -7.38 0.71  0.09
67 H 0.33 -6.27 -0.57  0.06
68 H 0.04 -5.85 1.12  0.09
69 H 2.11 -6.05 2.56  0.09
70 H 3.57 -5.29 1.91  0.08
71 H 3.27 -7.02 1.65  0.09
72 H 4.24 -6.36 -0.50  0.09
73 H 5.46 -5.33 0.27  0.10
74 H 5.18 -5.25 -1.48  0.10
75 H 3.48 -2.24 -0.53  0.05
76 H 4.17 -3.03 -1.96  0.10
77 H 5.14 -2.85 -0.48  0.10

***

No. 2
Density functional theory data (wB97M-V/def2-TZVPD) for C3H3N3S in the gas phase in a non-equilibrium geometry.

Orbital gap ... 7.330 eV
SMILES ... [H]/N=C1\C=NC(=S)N1
Electronic energy ... -678.53865 a.u.
Net charge ... 0
Relative energy (zero: lowest compared OMol25 entry of this formula, charge and spin) ... 25.5 kcal/mol

Each line ends with the Löwdin charge.
Geometry (Å):
1 H -2.66 -0.26 -0.40  0.06
2 N -1.88 -0.84 -0.12  0.18
3 C -0.79 -0.21 -0.05  -0.36
4 C -0.31 1.15 0.00  -0.07
5 N 0.98 1.29 0.09  0.10
6 C 1.52 -0.08 0.17  -0.86
7 S 3.17 -0.30 -0.12  0.62
8 N 0.47 -0.87 0.21  0.08
9 H -0.99 1.96 -0.12  0.11
10 H 0.50 -1.84 0.34  0.14

***

No. 3
Density functional theory data (wB97M-V/def2-TZVPD) for a molecular structure, C49H54FN4O6PSSbY.

Orbital gap ... 5.614 eV
Electronic energy ... -3688.29484 a.u.
Net charge ... -2
Relative energy (zero: lowest compared OMol25 entry of this formula, charge and spin) ... 52.3 kcal/mol

Each line ends with the Löwdin charge.
Geometry (Å):
1 Y -0.07 0.23 0.40  1.36
2 O 1.48 3.77 -2.06  -0.03
3 C 0.82 2.93 -1.41  -0.52
4 N 0.95 1.60 -1.40  -0.02
5 C 2.06 1.12 -2.21  -0.20
6 C 1.79 0.41 -3.51  -0.23
7 C 2.92 -0.04 -4.22  -0.03
8 C 2.77 -0.71 -5.41  -0.09
9 C 1.47 -0.93 -5.88  -0.09
10 C 0.42 -0.47 -5.11  -0.16
11 N 0.57 0.19 -3.96  0.14
12 C -0.25 3.49 -0.50  -0.21
13 C -0.04 4.73 0.08  0.00
14 C -1.03 5.25 0.89  -0.06
15 C -2.21 4.53 1.07  -0.07
16 C -2.32 3.29 0.46  -0.17
17 N -1.36 2.78 -0.31  0.08
18 H 2.65 0.41 -1.64  0.05
19 H 2.74 1.95 -2.44  0.12
20 H 3.91 0.15 -3.80  0.12
21 H 3.63 -1.06 -5.96  0.10
22 H 1.29 -1.47 -6.80  0.09
23 H -0.60 -0.63 -5.44  0.09
24 H 0.90 5.24 -0.10  0.11
25 H -0.90 6.20 1.38  0.10
26 H -3.01 4.90 1.69  0.10
27 H -3.19 2.67 0.61  0.10
28 O 0.48 -1.48 -1.09  -0.27
29 C 1.27 -2.40 -1.35  -0.14
30 C 2.78 -2.19 -1.41  -0.26
31 C 3.39 -2.94 -2.43  -0.09
32 C 4.74 -3.23 -2.42  -0.11
33 C 5.51 -2.87 -1.31  -0.12
34 C 4.94 -2.12 -0.31  -0.12
35 C 3.60 -1.69 -0.38  -0.33
36 P 2.98 -0.39 0.72  1.11
37 C 3.46 -1.03 2.37  -0.33
38 C 4.28 -0.36 3.27  -0.08
39 C 4.55 -0.90 4.52  -0.10
40 C 4.01 -2.12 4.88  -0.12
41 C 3.18 -2.79 3.99  -0.09
42 C 2.90 -2.25 2.75  -0.10
43 C 4.14 1.01 0.45  -0.34
44 C 3.87 2.19 1.14  -0.09
45 C 4.64 3.33 0.93  -0.08
46 C 5.67 3.32 0.00  -0.11
47 C 5.94 2.16 -0.71  -0.10
48 C 5.18 1.01 -0.49  -0.09
49 H 2.75 -3.34 -3.21  0.10
50 H 5.18 -3.78 -3.24  0.09
51 H 6.55 -3.17 -1.25  0.09
52 H 5.54 -1.81 0.55  0.11
53 H 4.72 0.60 3.00  0.09
54 H 5.19 -0.36 5.21  0.09
55 H 4.21 -2.54 5.86  0.09
56 H 2.74 -3.74 4.27  0.09
57 H 2.22 -2.76 2.07  0.10
58 H 3.03 2.23 1.82  0.09
59 H 4.40 4.23 1.47  0.10
60 H 6.26 4.21 -0.18  0.09
61 H 6.72 2.14 -1.46  0.09
62 H 5.39 0.12 -1.08  0.09
63 C -2.13 -2.43 7.78  -0.07
64 C -2.33 -1.85 6.40  -0.29
65 C -3.46 -1.10 6.11  -0.06
66 C -3.62 -0.53 4.84  -0.06
67 C -2.65 -0.73 3.88  -0.27
68 C -1.52 -1.49 4.15  -0.03
69 C -1.37 -2.04 5.41  -0.03
70 S -2.80 -0.02 2.24  0.52
71 O -4.13 0.57 2.17  -0.35
72 O -2.56 -1.13 1.31  -0.42
73 N -1.61 0.95 2.06  -0.32
74 C -1.15 1.82 3.12  -0.18
75 C 0.31 2.25 2.88  -0.63
76 O 0.84 2.99 3.71  -0.01
77 O 0.88 1.75 1.84  -0.19
78 H -3.08 -2.60 8.29  0.07
79 H -1.53 -1.76 8.40  0.08
80 H -1.59 -3.38 7.73  0.07
81 H -4.22 -0.94 6.87  0.10
82 H -4.49 0.06 4.60  0.10
83 H -0.76 -1.62 3.37  0.09
84 H -0.48 -2.62 5.63  0.11
85 H -1.17 1.32 4.09  0.11
86 H -1.75 2.73 3.22  0.10
87 F 0.33 -1.34 1.74  -0.51
88 C -5.00 -2.08 -0.58  -0.16
89 C -4.91 -0.69 -1.22  -0.55
90 C -5.96 -0.57 -2.32  -0.16
91 Sb -2.87 -0.15 -1.79  1.56
92 C -2.26 -1.76 -3.12  -0.57
93 C -3.06 -1.93 -4.41  -0.16
94 C -2.08 -3.08 -2.37  -0.16
95 C -3.48 1.34 -3.27  -0.58
96 C -4.26 2.45 -2.56  -0.17
97 C -2.30 1.94 -4.03  -0.15
98 H -5.96 -2.20 -0.07  0.07
99 H -4.20 -2.24 0.14  0.05
100 H -4.94 -2.85 -1.35  0.05
101 H -5.14 0.04 -0.43  0.06
102 H -5.78 -1.31 -3.11  0.06
103 H -5.99 0.41 -2.80  0.04
104 H -6.97 -0.77 -1.92  0.07
105 H -1.26 -1.41 -3.37  0.03
106 H -4.05 -2.35 -4.21  0.05
107 H -2.54 -2.62 -5.09  0.07
108 H -3.21 -0.99 -4.94  0.05
109 H -3.04 -3.60 -2.25  0.05
110 H -1.64 -2.93 -1.38  0.05
111 H -1.41 -3.74 -2.92  0.07
112 H -4.14 0.83 -3.97  0.06
113 H -3.59 3.03 -1.91  0.05
114 H -5.08 2.08 -1.95  0.05
115 H -4.68 3.15 -3.30  0.07
116 H -1.57 2.37 -3.35  0.06
117 H -2.66 2.74 -4.70  0.07
118 H -1.78 1.20 -4.62  0.03

***

No. 4
Density functional theory data (wB97M-V/def2-TZVPD) for a molecular structure, C47H59N4O2SiSn.

Orbital gap ... 5.356 eV
Electronic energy ... -2699.79300 a.u.
Net charge ... -1
Relative energy (zero: lowest compared OMol25 entry of this formula, charge and spin) ... 6.4 kcal/mol

Each line ends with the Löwdin charge.
Geometry (Å):
1 Sn -0.09 -0.34 1.01  1.19
2 C 3.44 4.21 0.55  -0.06
3 C 2.91 3.03 1.38  -0.35
4 C 1.38 3.09 1.38  -0.08
5 C 3.59 1.74 0.93  -0.12
6 C 4.94 1.65 1.25  -0.07
7 C 5.72 0.57 0.88  -0.09
8 C 5.14 -0.48 0.18  -0.05
9 C 3.80 -0.44 -0.14  -0.14
10 C 3.20 -1.59 -0.93  -0.37
11 C 3.81 -1.69 -2.33  -0.05
12 C 3.33 -2.90 -0.15  -0.05
13 C 3.00 0.66 0.24  -0.20
14 N 1.63 0.65 -0.08  -0.12
15 C 1.21 1.23 -1.24  -0.24
16 C -0.12 1.20 -1.59  -0.25
17 N -1.05 0.55 -0.80  -0.09
18 C -2.28 0.19 -1.38  -0.19
19 C -2.36 -0.77 -2.42  -0.13
20 C -3.60 -1.15 -2.91  -0.05
21 C -4.77 -0.62 -2.41  -0.09
22 C -4.70 0.34 -1.41  -0.06
23 C -3.48 0.78 -0.90  -0.14
24 C -3.55 1.94 0.08  -0.36
25 C -2.73 3.15 -0.37  -0.05
26 C -3.17 1.56 1.52  -0.09
27 C -1.13 -1.45 -3.02  -0.36
28 C -1.28 -2.98 -3.03  -0.08
29 C -0.85 -1.00 -4.46  -0.05
30 C -0.31 2.02 -2.79  -0.10
31 C -1.37 2.44 -3.56  -0.03
32 C -1.12 3.26 -4.69  -0.09
33 C 0.14 3.64 -5.07  -0.05
34 C 1.26 3.23 -4.29  -0.18
35 C 2.63 3.53 -4.53  -0.04
36 C 3.58 3.04 -3.68  -0.09
37 C 3.27 2.26 -2.54  -0.02
38 C 1.96 1.97 -2.27  -0.07
39 C 0.98 2.45 -3.18  -0.09
40 H 3.04 5.15 0.93  0.07
41 H 3.14 4.10 -0.49  0.07
42 H 4.53 4.27 0.58  0.07
43 H 3.24 3.19 2.42  0.13
44 H 0.99 3.07 0.37  0.07
45 H 1.07 4.03 1.85  0.07
46 H 0.96 2.26 1.95  0.02
47 H 5.40 2.46 1.80  0.11
48 H 6.77 0.54 1.15  0.09
49 H 5.75 -1.32 -0.12  0.10
50 H 2.14 -1.40 -1.06  0.10
51 H 4.89 -1.89 -2.28  0.07
52 H 3.66 -0.76 -2.87  0.07
53 H 3.34 -2.50 -2.89  0.07
54 H 4.38 -3.15 0.03  0.08
55 H 2.87 -3.72 -0.71  0.06
56 H 2.82 -2.81 0.80  0.06
57 H -3.66 -1.89 -3.70  0.11
58 H -5.73 -0.94 -2.79  0.09
59 H -5.62 0.78 -1.04  0.10
60 H -4.60 2.25 0.10  0.12
61 H -1.67 2.91 -0.35  0.06
62 H -2.91 4.00 0.29  0.08
63 H -3.00 3.44 -1.39  0.07
64 H -2.09 1.47 1.61  -0.01
65 H -3.62 0.60 1.80  0.08
66 H -3.50 2.33 2.22  0.08
67 H -0.27 -1.18 -2.41  0.11
68 H -1.92 -3.30 -3.85  0.07
69 H -1.69 -3.35 -2.09  0.06
70 H -0.30 -3.44 -3.18  0.08
71 H -1.72 -1.19 -5.10  0.08
72 H 0.00 -1.55 -4.86  0.08
73 H -0.62 0.06 -4.52  0.06
74 H -2.39 2.14 -3.33  0.10
75 H -1.97 3.58 -5.28  0.09
76 H 0.29 4.26 -5.94  0.10
77 H 2.90 4.13 -5.39  0.10
78 H 4.63 3.27 -3.87  0.09
79 H 4.08 1.91 -1.90  0.10
80 O -2.96 -2.60 3.54  -0.04
81 C -3.45 -1.65 4.44  -0.26
82 N -2.88 -1.78 5.77  0.10
83 C -2.33 -0.79 6.53  -0.46
84 O -2.25 -0.90 7.74  0.06
85 C -1.81 0.39 5.79  -0.13
86 C -2.09 1.68 6.22  0.00
87 C -1.60 2.74 5.48  -0.05
88 C -0.83 2.48 4.35  -0.13
89 N -0.53 1.25 3.96  0.05
90 C -1.00 0.24 4.66  -0.13
91 H -2.09 -2.34 3.21  0.06
92 H -4.53 -1.84 4.49  0.13
93 H -3.29 -0.63 4.09  0.11
94 H -3.18 -2.59 6.29  0.15
95 H -2.70 1.83 7.10  0.12
96 H -1.80 3.76 5.78  0.10
97 H -0.44 3.28 3.74  0.10
98 H -0.71 -0.75 4.33  0.10
99 C 0.80 -4.44 2.35  -0.19
100 Si -0.35 -4.26 0.84  0.41
101 C 0.31 -5.39 -0.55  -0.19
102 C -2.02 -5.06 1.29  -0.19
103 C -0.53 -2.52 0.18  -0.45
104 H 0.84 -5.47 2.70  0.02
105 H 0.46 -3.82 3.18  0.02
106 H 1.81 -4.14 2.10  0.00
107 H 0.61 -6.38 -0.18  0.02
108 H 1.17 -4.95 -1.05  0.00
109 H -0.47 -5.53 -1.30  0.02
110 H -1.94 -6.15 1.30  0.02
111 H -2.77 -4.79 0.54  0.03
112 H -2.40 -4.74 2.26  0.00
113 H -1.59 -2.38 -0.09  -0.02
114 H 0.02 -2.51 -0.77  -0.04

***

No. 5
Density functional theory data (wB97M-V/def2-TZVPD) for 9 unconnected molecules or ions with the total composition C48H52F5IN10O4P2S2 in a non-equilibrium geometry.

Orbital gap ... 8.262 eV
SMILES ... N#CO[C@@H](CO[C@@H](S)[PH2]=S)O[C@](CN)(P(O)I)C(F)(F)C(F)(F)F.c1ccncc1.c1ccncc1.c1ccncc1.c1ccncc1.c1ccncc1.c1ccncc1.c1ccncc1.c1ccncc1
Electronic energy ... -4984.79183 a.u.
Net charge ... 0
Relative energy (zero: lowest compared OMol25 entry of this formula, charge and spin) ... 0.0 kcal/mol

Each line ends with the Löwdin charge.
Geometry (Å):
1 N -0.55 1.50 7.72  0.20
2 C 0.41 2.11 7.74  -0.33
3 O 1.29 3.07 7.83  0.05
4 C 2.06 3.17 6.59  -0.26
5 C 3.08 4.27 6.93  -0.13
6 O 3.53 4.91 5.76  -0.27
7 C 4.46 5.91 6.00  -0.85
8 S 6.06 5.36 6.70  0.75
9 P 4.88 6.64 4.30  0.36
10 S 3.91 5.82 2.84  0.15
11 O 2.57 1.89 6.39  -0.04
12 C 3.03 1.49 5.11  -0.48
13 C 2.66 2.35 3.89  -0.24
14 N 1.21 2.16 3.54  -0.02
15 P 2.09 -0.18 4.82  0.65
16 O 2.37 -1.14 6.16  -0.40
17 I 3.06 -1.28 2.85  0.53
18 C 4.57 1.36 5.17  -0.40
19 F 5.11 1.13 3.96  0.09
20 F 5.16 2.51 5.60  0.10
21 C 5.15 0.24 6.10  -0.56
22 F 4.62 0.21 7.31  0.18
23 F 5.13 -0.96 5.53  0.13
24 F 6.46 0.52 6.27  0.14
25 H 1.33 3.53 5.85  0.17
26 H 2.50 5.02 7.51  0.15
27 H 3.87 3.82 7.55  0.13
28 H 4.06 6.71 6.65  0.09
29 H 5.93 5.41 8.05  -0.12
30 H 4.65 8.03 4.44  -0.02
31 H 6.26 6.46 4.08  -0.03
32 H 2.81 3.43 4.04  0.06
33 H 3.20 2.07 2.98  0.11
34 H 0.93 2.94 2.96  0.08
35 H 0.63 2.17 4.37  0.04
36 H 1.60 -0.95 6.72  0.03
37 C -0.17 -4.32 -1.27  -0.08
38 C -0.80 -4.63 -0.07  -0.07
39 C -0.64 -3.77 1.00  -0.15
40 N 0.09 -2.66 0.96  0.05
41 C 0.69 -2.37 -0.20  -0.18
42 C 0.59 -3.16 -1.33  -0.10
43 H -0.27 -4.96 -2.13  0.11
44 H -1.41 -5.52 0.02  0.10
45 H -1.12 -3.97 1.96  0.10
46 H 1.27 -1.46 -0.20  0.07
47 H 1.10 -2.88 -2.25  0.09
48 C -2.13 -0.46 -5.58  -0.08
49 C -1.48 -1.35 -6.42  -0.10
50 C -0.61 -2.27 -5.86  -0.17
51 N -0.36 -2.34 -4.55  0.06
52 C -0.99 -1.47 -3.76  -0.15
53 C -1.88 -0.52 -4.22  -0.06
54 H -2.82 0.27 -5.98  0.11
55 H -1.65 -1.34 -7.49  0.10
56 H -0.09 -2.99 -6.48  0.10
57 H -0.76 -1.56 -2.70  0.08
58 H -2.36 0.16 -3.53  0.10
59 C -5.53 -5.22 -7.20  -0.08
60 C -4.43 -4.89 -6.43  -0.06
61 C -4.05 -3.55 -6.37  -0.15
62 N -4.69 -2.57 -7.01  0.07
63 C -5.75 -2.92 -7.74  -0.18
64 C -6.21 -4.22 -7.87  -0.07
65 H -5.85 -6.25 -7.28  0.11
66 H -3.87 -5.64 -5.89  0.10
67 H -3.20 -3.24 -5.78  0.09
68 H -6.24 -2.10 -8.25  0.10
69 H -7.07 -4.44 -8.49  0.10
70 C -2.15 2.60 11.42  -0.07
71 C -2.36 3.47 12.47  -0.08
72 C -1.68 4.68 12.47  -0.16
73 N -0.82 5.05 11.52  0.05
74 C -0.62 4.19 10.52  -0.15
75 C -1.26 2.96 10.42  -0.07
76 H -2.66 1.65 11.38  0.11
77 H -3.05 3.23 13.27  0.10
78 H -1.82 5.40 13.27  0.10
79 H 0.08 4.51 9.76  0.09
80 H -1.06 2.30 9.58  0.05
81 C 0.90 -5.67 8.74  -0.09
82 C 1.93 -4.79 8.47  -0.07
83 C 1.69 -3.76 7.57  -0.15
84 N 0.52 -3.57 6.96  0.06
85 C -0.46 -4.43 7.23  -0.15
86 C -0.32 -5.49 8.12  -0.08
87 H 1.05 -6.49 9.44  0.10
88 H 2.90 -4.90 8.93  0.10
89 H 2.46 -3.04 7.33  0.08
90 H -1.40 -4.25 6.72  0.10
91 H -1.15 -6.16 8.30  0.10
92 C 5.39 1.00 -2.28  -0.08
93 C 4.91 -0.22 -1.84  -0.07
94 C 3.61 -0.28 -1.37  -0.16
95 N 2.79 0.77 -1.30  0.06
96 C 3.28 1.94 -1.73  -0.15
97 C 4.56 2.11 -2.22  -0.07
98 H 6.40 1.09 -2.66  0.10
99 H 5.52 -1.11 -1.87  0.10
100 H 3.18 -1.21 -1.02  0.08
101 H 2.59 2.78 -1.66  0.10
102 H 4.90 3.08 -2.55  0.10
103 C -4.82 -1.95 -12.31  -0.09
104 C -4.17 -2.85 -13.14  -0.08
105 C -3.32 -3.78 -12.57  -0.16
106 N -3.07 -3.85 -11.26  0.06
107 C -3.70 -2.97 -10.48  -0.15
108 C -4.58 -2.01 -10.95  -0.09
109 H -5.49 -1.21 -12.72  0.11
110 H -4.33 -2.84 -14.21  0.10
111 H -2.79 -4.51 -13.18  0.10
112 H -3.48 -3.05 -9.42  0.09
113 H -5.06 -1.32 -10.27  0.08
114 C -3.14 2.63 -12.40  -0.08
115 C -3.54 3.86 -11.91  -0.08
116 C -4.15 3.91 -10.67  -0.16
117 N -4.39 2.83 -9.92  0.05
118 C -4.01 1.65 -10.41  -0.16
119 C -3.38 1.49 -11.64  -0.07
120 H -2.66 2.55 -13.37  0.11
121 H -3.37 4.77 -12.47  0.10
122 H -4.47 4.85 -10.24  0.10
123 H -4.22 0.79 -9.78  0.09
124 H -3.09 0.51 -11.98  0.09

***

Question: Which formula does entry 2 have?
Answer: C3H3N3S

***

Question: The highest relative energy (zero: lowest compared OMol25 entry of this formula, charge and spin) belongs to which entry?
Answer: C49H54FN4O6PSSbY